ORCA calculation (ωB97M-V with the def2-TZVPD basis set) on a structure of composition C42H84NO12Rb in a non-equilibrium geometry.

Atoms and positions in Å:
Rb (8.0591, 7.6688, -22.3438)
C (9.6815, 7.8473, -26.4803)
C (10.3407, 8.0865, -25.0875)
C (11.8156, 8.4119, -25.3793)
C (12.6029, 8.7983, -24.1083)
C (11.9442, 10.0264, -23.4642)
C (10.4866, 9.7790, -23.1747)
N (9.7146, 9.1496, -24.3340)
O (8.1904, 9.1287, -24.2193)
C (9.9358, 11.2646, -22.9853)
C (10.3314, 9.0731, -21.7965)
C (10.3534, 6.6277, -24.4147)
H (10.1920, 7.0486, -27.0184)
H (9.6173, 8.7061, -27.1485)
H (8.6168, 7.6335, -26.3872)
H (11.9040, 9.3058, -25.9968)
H (12.4157, 7.6426, -25.8652)
H (13.6642, 9.0179, -24.2244)
H (12.5744, 8.0699, -23.2979)
H (12.1201, 10.8962, -24.0971)
H (12.5668, 10.0930, -22.5719)
H (10.4680, 11.9607, -22.3369)
H (8.9382, 11.4112, -22.5714)
H (10.1274, 11.8094, -23.9097)
H (10.8758, 9.5545, -20.9841)
H (10.7173, 8.0538, -21.7868)
H (9.2569, 9.1108, -21.6171)
H (9.3815, 6.1363, -24.4598)
H (10.6838, 6.6482, -23.3762)
H (10.9514, 5.8780, -24.9330)
C (12.5285, 2.8993, -24.8595)
C (11.0589, 2.8121, -24.6899)
O (10.5613, 1.7308, -24.2752)
C (10.2323, 4.0344, -24.9851)
H (12.8226, 3.6981, -24.1786)
H (12.7392, 3.2205, -25.8795)
H (13.0671, 1.9611, -24.7266)
H (10.8296, 4.9350, -25.1276)
H (9.5392, 4.1948, -24.1592)
H (9.5095, 3.9322, -25.7945)
C (7.1484, 3.3926, -26.2890)
C (8.0052, 4.5830, -26.6646)
O (9.0858, 4.4304, -27.2002)
C (7.6022, 5.9989, -26.2615)
H (6.2776, 3.4696, -26.9401)
H (6.9474, 3.3370, -25.2192)
H (7.6885, 2.4564, -26.4298)
H (8.3420, 6.5013, -25.6384)
H (6.6295, 5.9258, -25.7750)
H (7.3637, 6.5212, -27.1880)
C (14.6213, 9.4499, -22.3980)
C (14.0781, 8.8202, -21.1606)
O (14.4386, 9.2519, -20.0866)
C (13.1072, 7.6997, -21.2540)
H (13.8110, 9.7321, -23.0702)
H (15.2032, 8.7199, -22.9606)
H (15.3210, 10.2605, -22.1946)
H (13.2545, 7.1341, -22.1741)
H (12.0797, 8.0624, -21.2295)
H (13.0715, 7.1800, -20.2966)
C (11.4126, 13.3823, -25.1396)
C (10.6658, 12.2785, -25.8154)
O (9.4451, 12.1443, -25.7133)
C (11.3774, 11.8503, -27.0971)
H (12.0815, 13.8782, -25.8431)
H (11.9466, 13.1472, -24.2189)
H (10.7658, 14.2066, -24.8392)
H (11.2603, 10.7822, -27.2807)
H (12.4530, 11.9873, -27.2091)
H (10.9223, 12.4322, -27.8986)
C (10.9342, 9.3700, -19.2601)
C (9.6562, 9.8507, -19.9448)
O (8.7042, 9.1012, -20.1967)
C (9.6880, 11.3553, -20.2282)
H (10.8874, 9.5553, -18.1870)
H (11.8579, 9.7093, -19.7290)
H (11.0232, 8.2837, -19.2534)
H (9.1784, 11.5198, -21.1776)
H (10.7001, 11.7587, -20.1950)
H (9.0578, 11.8041, -19.4605)
C (13.9827, 10.6607, -29.1114)
C (12.4706, 10.4405, -28.9651)
O (11.6870, 10.8416, -29.7940)
C (12.0293, 9.6004, -27.8171)
H (14.0846, 11.0190, -30.1358)
H (14.5963, 9.7711, -28.9694)
H (14.4445, 11.4484, -28.5163)
H (10.9582, 9.3993, -27.8335)
H (12.3207, 10.1741, -26.9374)
H (12.5376, 8.6362, -27.8314)
C (7.6241, 10.5137, -22.1354)
C (7.0045, 11.7164, -22.7383)
O (6.9340, 11.8872, -23.9497)
C (6.6182, 12.7798, -21.7489)
H (8.1965, 10.0148, -22.9174)
H (6.9299, 9.7143, -21.8762)
H (8.1746, 10.6944, -21.2121)
H (7.3664, 13.5716, -21.7854)
H (6.5737, 12.4279, -20.7182)
H (5.6416, 13.1398, -22.0726)
C (15.9436, 7.3071, -27.5072)
C (15.1036, 6.9894, -26.2563)
O (15.7187, 7.0069, -25.1732)
C (13.6521, 6.4542, -26.4485)
H (17.0024, 7.4146, -27.2718)
H (15.7416, 8.3402, -27.7901)
H (15.7471, 6.6896, -28.3837)
H (13.6703, 5.3995, -26.1742)
H (13.3738, 6.5071, -27.5011)
H (12.9866, 7.0960, -25.8712)
C (8.9506, 8.9969, -28.8593)
C (8.0662, 10.0811, -28.2131)
O (8.5923, 10.9681, -27.5826)
C (6.6235, 10.0780, -28.5001)
H (9.8082, 9.3936, -29.4026)
H (8.3399, 8.3709, -29.5099)
H (9.5080, 8.4354, -28.1096)
H (6.0666, 10.8989, -28.0484)
H (6.0752, 9.1954, -28.1709)
H (6.4246, 10.1369, -29.5702)
C (6.9364, 8.9033, -26.2656)
C (6.0736, 7.6650, -26.3270)
O (5.9250, 7.0866, -27.4168)
C (5.2022, 7.3320, -25.1899)
H (7.3206, 8.9677, -25.2476)
H (6.3059, 9.7574, -26.5127)
H (7.7830, 8.8702, -26.9512)
H (5.7580, 7.2814, -24.2536)
H (4.8098, 6.3360, -25.3954)
H (4.3934, 8.0605, -25.1344)
C (14.1418, 6.5937, -23.8578)
C (13.6896, 5.6251, -22.8763)
O (12.5685, 5.1554, -23.0043)
C (14.7080, 5.1020, -21.9484)
H (14.8252, 7.2866, -23.3668)
H (13.3844, 7.1897, -24.3670)
H (14.8153, 6.1536, -24.5932)
H (15.6402, 5.1267, -22.5128)
H (14.4985, 4.0658, -21.6829)
H (15.0448, 5.6607, -21.0752)

Atomic forces in eV per Å
-1.650 -3.705 0.373
0.345 1.050 2.223
0.208 -2.295 -0.486
-0.204 2.150 2.516
-2.297 1.049 -0.147
0.585 -1.118 -1.299
-1.195 1.650 0.552
-0.198 1.081 0.661
5.519 -0.279 0.487
1.513 1.292 -0.966
0.081 -0.098 -4.819
-0.382 2.618 0.256
0.007 -0.242 0.030
1.296 0.370 4.011
1.925 0.471 -0.215
-0.622 -1.136 1.332
-5.920 4.518 0.059
-0.696 -0.514 -1.525
-0.550 0.306 -0.772
-0.125 0.172 0.046
-1.612 1.150 0.472
1.304 -0.849 0.267
1.801 0.236 -2.149
-1.171 -0.775 0.418
0.032 0.207 -2.038
-0.666 -0.120 -0.261
3.030 0.425 -1.340
0.070 0.470 0.361
0.135 -0.053 -0.011
0.670 4.079 0.734
0.375 0.251 -0.626
-1.735 -3.192 0.951
0.750 2.719 -0.962
0.290 -2.189 0.961
0.402 -0.373 -0.197
0.032 0.285 -0.183
-0.317 0.045 0.384
-0.480 -4.111 -0.788
0.357 0.021 0.594
1.955 -1.025 0.931
0.657 -0.030 -0.150
0.253 0.876 0.436
-1.058 0.359 -2.184
0.069 -3.973 0.585
-0.384 -0.320 0.415
-0.617 0.664 0.001
0.058 0.112 -0.684
-0.823 -1.152 -0.166
0.861 -0.689 0.275
1.853 -0.765 0.202
1.273 0.241 -0.271
0.608 0.740 0.497
-0.158 -0.042 0.575
-0.498 0.244 0.954
2.000 0.520 1.252
0.129 0.222 0.193
-0.344 0.111 0.381
-0.415 0.511 1.520
0.885 0.247 -0.446
0.743 -0.636 -0.219
0.281 1.429 1.188
-2.129 1.866 -2.560
2.914 0.125 0.732
-1.405 0.376 0.488
0.343 -0.435 -0.010
0.285 -0.351 -0.144
-0.589 -0.292 0.091
-2.549 3.565 0.577
0.186 0.604 0.763
-0.233 -0.021 0.103
-0.323 -1.152 2.006
-0.269 0.228 2.384
-0.413 0.876 4.958
-0.531 -0.511 1.020
0.182 0.685 0.085
-0.021 0.604 0.699
-0.381 -0.179 -0.392
1.359 0.883 1.579
-0.173 -0.062 0.062
0.090 0.160 0.282
-0.152 0.558 -0.894
0.524 -0.723 -0.938
0.496 0.107 0.024
1.999 -2.135 -1.630
0.255 -0.182 -0.097
-0.327 -0.159 0.007
-0.437 0.024 0.446
0.800 0.197 0.052
1.348 -1.596 -0.860
0.318 -0.157 -0.285
-2.028 -1.585 0.891
-0.137 0.321 -1.364
-0.447 -0.100 1.710
-0.486 0.210 -0.150
-0.713 0.323 0.241
-1.185 0.747 0.335
-2.084 -0.267 -1.017
-0.111 0.225 -0.154
-0.099 -0.161 -0.088
0.092 0.437 0.203
-0.431 0.978 0.445
2.298 -0.856 -0.767
2.661 2.407 -5.846
2.973 -0.524 -1.492
-0.036 -0.751 0.223
-0.575 0.162 -0.224
-0.051 -0.119 0.216
-0.334 0.069 0.342
0.129 0.134 -0.087
4.221 -5.090 -0.631
-0.921 0.279 -1.776
1.656 0.620 -1.230
-0.095 -0.179 -0.669
-2.220 0.169 -1.637
-0.597 0.730 -0.542
0.201 -0.228 0.004
-1.512 -0.602 -3.232
0.520 0.345 0.054
0.463 -0.089 -0.815
0.318 0.131 -0.326
-2.022 -1.768 0.452
-1.501 3.309 -3.567
-2.481 1.469 0.315
-0.455 -0.697 0.600
-0.049 0.553 -0.790
0.057 -0.242 0.910
-1.197 -0.322 0.788
-0.130 0.323 0.088
-0.444 0.116 0.155
0.026 0.038 0.162
-1.008 -0.498 2.533
-1.314 -0.584 -1.138
-0.235 -0.535 0.957
1.511 -0.917 0.237
-0.223 -0.669 -0.106
0.917 -1.773 0.931
-1.528 -1.704 2.058
0.175 -0.389 -0.273
-0.112 0.135 0.176
-0.861 0.301 0.161

Summary:
Energy relative to the best compared isomer or geometry (same formula, charge and spin) (kcal per mole): 747.3
Largest force on an atom (eV/A): 7.45
Electronic energy (eV): -71596.1305
Total charge: 0
Kohn-Sham gap (eV): 6.69